(1)
58
Properties=species:S:1:pos:R:3:forces:R:3:mulliken_charge:R:1 method="wB97M-V/def2-TZVPD" e_lumo_ha=0.0091 charge=0 largest_force_ev_per_a=0.71 smiles="COc1ccc(CCNC(=O)COc2cc(O)c3c(c2)OC(C)(C)CC3=O)cc1OC" homo_ev=-8.14 gap_ha=0.308 de_lowest_kj_mol=122.5
C -2.039458 -3.217381 -0.484468 -0.47 0.01 0.09 -0.30
H -2.285480 -2.157544 -0.555173 -0.03 -0.10 0.03 -0.11
O -0.732574 -3.463437 -0.949522 0.32 -0.01 0.01 -0.50
C 0.352206 -2.880755 -0.371435 0.21 -0.07 -0.14 0.38
C 1.546239 -3.148370 -1.034505 -0.33 0.06 0.13 -0.87
C 2.758501 -2.670396 -0.580865 0.01 0.10 0.15 -0.48
C 2.813117 -1.908792 0.574907 0.08 -0.23 -0.01 -0.98
C 1.625677 -1.630771 1.242501 -0.03 -0.03 -0.01 0.45
C 0.395106 -2.090465 0.793850 -0.23 0.03 0.09 1.32
O -0.782272 -1.805911 1.446167 0.21 -0.28 -0.46 -0.37
C -0.716668 -1.152293 2.690553 0.02 0.12 0.23 -1.15
H -1.745399 -1.079046 3.040834 0.06 0.03 0.02 0.25
H -0.131177 -1.727662 3.414667 0.00 0.03 -0.03 0.51
H -0.299329 -0.145195 2.602221 0.01 -0.01 0.00 0.35
H 1.674095 -1.036777 2.140501 -0.06 0.11 0.13 0.45
C 4.117296 -1.338793 1.068009 -0.09 0.21 -0.01 -1.07
H 4.927253 -1.697505 0.431669 0.03 -0.02 0.03 0.32
H 4.316573 -1.667149 2.089946 0.07 0.00 -0.01 0.37
C 4.086508 0.190881 1.043909 0.23 0.13 0.11 -0.68
N 3.573302 0.649220 -0.228133 0.02 -0.44 0.00 0.12
C 3.655167 1.923669 -0.635465 -0.30 -0.27 -0.43 0.44
O 4.330102 2.779278 -0.104351 0.11 0.32 0.10 -0.67
C 2.815055 2.217997 -1.888217 0.29 0.42 0.09 -0.45
H 3.449965 2.097736 -2.770690 -0.07 0.05 0.14 0.35
O 1.728415 1.336985 -2.092288 -0.19 -0.22 0.01 -0.55
C 0.675976 1.382084 -1.237550 -0.50 0.00 0.23 0.69
C 0.673256 2.078420 -0.036017 0.27 0.20 0.09 -0.81
C -0.451221 2.045307 0.780586 -0.13 -0.24 -0.35 0.06
C -1.607863 1.338176 0.376732 0.04 0.13 0.15 -0.06
C -1.599219 0.676399 -0.870285 0.59 0.28 0.07 0.33
C -0.456929 0.673205 -1.646228 -0.08 -0.14 -0.14 -0.85
H -0.445701 0.148880 -2.586333 -0.02 -0.05 -0.17 0.55
O -2.682805 0.033296 -1.350367 0.10 -0.16 -0.07 -0.52
C -3.954298 0.365948 -0.771498 -0.69 0.14 0.11 1.32
C -4.933598 -0.689654 -1.281044 0.41 0.21 0.10 -1.82
H -4.924483 -0.699340 -2.367333 -0.04 0.00 -0.12 0.42
H -5.937832 -0.462811 -0.935586 -0.11 0.02 0.04 0.42
H -4.649893 -1.676499 -0.925360 0.01 -0.11 0.05 0.31
C -3.852779 0.329196 0.753440 0.10 0.06 -0.05 -0.77
C -2.749694 1.233296 1.253631 -0.16 -0.25 -0.16 1.20
O -2.817375 1.781212 2.351645 -0.02 0.06 0.10 -0.82
H -4.798397 0.612255 1.216037 0.03 0.01 0.00 0.50
H -3.604394 -0.686644 1.079157 0.01 -0.03 0.00 0.20
C -4.378896 1.756925 -1.255039 0.23 -0.26 0.03 -1.65
H -5.365584 2.000030 -0.871116 -0.11 0.03 0.05 0.43
H -4.407919 1.774052 -2.341743 -0.02 0.00 -0.09 0.40
H -3.676617 2.515653 -0.916516 0.01 0.11 0.00 0.35
O -0.405220 2.679045 1.954161 -0.08 0.04 0.14 -0.70
H -1.278518 2.554791 2.404910 0.13 -0.05 -0.19 0.41
H 1.522623 2.645106 0.307530 0.10 0.09 0.05 0.55
H 2.480005 3.260377 -1.839367 0.04 -0.15 0.06 0.37
H 2.939555 0.020625 -0.703210 -0.02 0.18 -0.04 0.24
H 5.084675 0.612703 1.184130 -0.11 -0.05 0.08 0.44
H 3.446929 0.570231 1.850917 0.08 -0.01 -0.01 0.29
H 3.661844 -2.899262 -1.125727 0.12 -0.02 -0.05 0.34
H 1.487853 -3.754640 -1.924203 -0.04 -0.08 -0.12 0.46
H -2.179501 -3.565475 0.541397 -0.01 0.02 -0.10 0.27
H -2.686685 -3.787083 -1.152086 0.01 0.05 0.04 0.35



(2)
12
Properties=species:S:1:pos:R:3:forces:R:3:mulliken_charge:R:1 method="wB97M-V/def2-TZVPD" e_lumo_ha="-0.0094 / -0.0094" charge=0 largest_force_ev_per_a=5.26 homo_ev="-8.29 / -8.29" gap_ha="0.295 / 0.295" de_lowest_kj_mol=680.3
B 0.157898 1.321727 -0.082676 -0.02 1.68 1.75 0.40
C 1.020018 -1.265559 -0.501586 -1.18 -0.70 1.73 -0.16
C -1.352338 -1.490141 0.740313 3.59 3.70 -1.08 -0.24
C 0.477356 -0.127283 -0.115218 -2.57 -2.07 0.96 0.14
N 0.443366 -2.480392 -0.230215 2.96 -1.29 -1.20 -0.34
O -0.734285 -2.482961 0.319003 -2.14 -0.64 0.16 0.01
O 0.296891 1.953725 -1.255617 -0.02 -0.03 -1.84 -0.49
O -0.104958 1.958790 1.121784 -0.33 -0.35 0.27 -0.55
H 2.059106 -1.427348 -0.740669 0.06 0.16 -0.62 0.35
H -2.404091 -1.513019 0.906519 -0.76 -0.58 0.19 0.27
H 0.743582 2.772996 -1.424639 -0.04 0.59 0.43 0.31
H -0.602546 2.779464 1.263001 0.45 -0.48 -0.75 0.31



(3)
15
Properties=species:S:1:pos:R:3:forces:R:3:mulliken_charge:R:1 method="wB97M-V/def2-TZVPD" e_lumo_ha=-0.0856 charge=0 largest_force_ev_per_a=1.16 homo_ev=-5.46 gap_ha=0.115 de_lowest_kj_mol=467.7
C 0.418145 0.497225 -0.161710 1.06 0.29 0.36 0.26
C 0.418426 0.062970 -1.420310 -0.38 0.08 0.27 -0.57
C 0.685202 2.548319 1.128037 -0.26 0.22 -0.25 -0.18
N 0.763513 1.859492 0.049861 -0.49 -0.03 -0.04 -0.09
H 0.371571 -0.060086 0.766612 -0.41 -0.23 -0.31 0.25
H 0.557699 0.797926 -2.211539 0.05 -0.23 -0.10 0.21
H 0.138615 -0.965450 -1.646685 -0.04 -0.48 -0.17 0.03
H 0.833484 3.617473 1.057838 0.31 -0.10 0.14 0.25
H 0.352779 2.095304 2.052385 0.08 -0.14 -0.08 0.26
H 1.047559 2.326689 -0.807765 -0.09 0.18 0.09 0.27
C -1.124245 -2.545737 0.361266 0.29 0.50 -0.20 -0.76
S -1.129097 -3.043961 -1.408239 0.13 0.38 0.41 -0.58
H -0.096362 -2.424911 0.741605 -0.12 -0.25 -0.01 0.17
H -1.581758 -1.549705 0.454186 -0.16 -0.15 0.11 0.17
H -1.655526 -3.215550 1.044456 0.03 -0.05 -0.24 0.30



(4)
60
Properties=species:S:1:pos:R:3:forces:R:3:mulliken_charge:R:1 method="wB97M-V/def2-TZVPD" e_lumo_ha=0.0218 charge=0 largest_force_ev_per_a=1.07 smiles="COCCCN(CC(=O)Nc1ccc(N2CCOCC2)cc1)S(=O)(=O)c1ccc(Cl)cc1" homo_ev=-7.59 gap_ha=0.301 de_lowest_kj_mol=32.8
C 3.963940 -2.883838 6.836483 0.02 -0.06 0.05 -0.73
H 4.661722 -3.650858 6.477208 0.00 0.03 0.03 0.30
O 3.255098 -2.301594 5.774328 -0.13 0.13 -0.20 -0.29
C 2.480478 -3.229114 5.052453 -0.11 0.04 -0.15 -0.88
C 1.765705 -2.491279 3.925864 0.03 -0.32 0.21 0.12
H 1.123126 -1.722145 4.356790 -0.02 0.08 0.00 0.28
H 2.516751 -1.994063 3.311609 0.00 0.04 -0.06 0.21
C 0.941960 -3.453301 3.068968 0.64 -0.14 0.31 -1.17
N 0.149305 -2.756086 2.081487 0.06 -0.21 -1.05 0.32
S 0.336828 -3.106825 0.471345 0.37 0.18 0.07 1.46
O 1.370782 -4.086805 0.328248 0.14 0.06 0.15 -0.77
O -0.953912 -3.401403 -0.104096 -0.04 0.03 0.05 -0.71
C 0.895045 -1.566778 -0.266061 -0.14 -0.47 0.28 0.10
C 0.668242 -1.389557 -1.618574 0.03 -0.09 -0.06 -0.45
C 1.034532 -0.203610 -2.229659 0.12 -0.01 0.13 -0.87
C 1.616812 0.793626 -1.462103 -0.08 -0.41 0.16 0.60
C 1.862713 0.611170 -0.108584 0.01 -0.07 -0.11 -1.19
C 1.503579 -0.583957 0.489955 0.10 0.02 0.04 0.26
H 1.669152 -0.738169 1.543419 -0.01 0.06 0.14 0.18
H 2.317674 1.398007 0.471475 0.03 0.08 0.04 0.47
Cl 2.034394 2.286516 -2.202905 0.15 0.36 -0.18 -0.21
H 0.855064 -0.045144 -3.280717 -0.03 0.04 -0.09 0.46
H 0.194302 -2.180937 -2.176624 -0.10 -0.03 -0.17 0.48
C -1.135334 -2.206602 2.472093 -0.36 0.26 -0.16 -1.00
H -1.950428 -2.858547 2.135399 0.03 0.06 0.15 0.28
H -1.157790 -2.115683 3.558385 0.04 0.05 -0.14 0.53
C -1.260296 -0.803596 1.865032 -0.42 -0.24 0.35 0.48
O -0.872618 0.180289 2.460463 0.16 0.17 0.12 -0.64
N -1.795914 -0.819674 0.624485 -0.37 -0.18 -0.19 -0.06
C -1.814579 0.216695 -0.321245 0.00 0.36 -0.07 0.13
C -1.414285 1.517359 -0.043875 -0.02 -0.17 0.20 -0.70
C -1.399900 2.470518 -1.043034 -0.14 0.08 -0.34 -0.16
C -1.778556 2.163710 -2.352707 0.06 -0.28 0.36 0.49
C -2.199171 0.853275 -2.611476 -0.09 0.08 0.03 -0.75
C -2.220115 -0.097384 -1.616127 -0.09 0.11 0.19 -0.85
H -2.533550 -1.106486 -1.841991 -0.04 -0.14 -0.06 0.42
H -2.489525 0.566652 -3.610460 0.01 -0.03 -0.11 0.38
N -1.679453 3.076224 -3.393295 0.17 0.24 -0.34 0.43
C -2.770684 3.224628 -4.336751 0.06 0.11 -0.32 -0.60
H -3.503673 3.955068 -3.955876 -0.03 -0.08 -0.03 0.27
C -2.214433 3.740883 -5.665108 -0.30 -0.24 0.10 -0.67
O -1.550342 4.969678 -5.489004 -0.07 0.13 -0.04 -0.39
C -0.499282 4.833019 -4.562541 0.15 0.03 0.37 -0.82
C -0.994059 4.336543 -3.199117 0.13 0.08 -0.31 -0.59
H -1.658126 5.095407 -2.755431 0.05 -0.01 0.05 0.33
H -0.128531 4.188091 -2.554286 -0.04 0.03 0.02 0.36
H 0.248070 4.123012 -4.948907 -0.03 0.06 0.06 0.33
H -0.044354 5.820142 -4.467511 0.03 -0.07 0.03 0.38
H -1.519264 2.996486 -6.083209 -0.08 0.03 0.03 0.33
H -3.020605 3.926228 -6.376844 0.03 -0.07 0.03 0.36
H -3.277138 2.274166 -4.490628 -0.01 0.04 -0.01 0.41
H -1.096886 3.472395 -0.785037 0.04 0.11 0.00 0.43
H -1.114454 1.781345 0.955916 0.02 0.00 0.05 0.53
H -1.989124 -1.737712 0.232897 0.02 0.21 0.21 0.27
H 1.601186 -4.121768 2.512923 -0.03 -0.07 0.26 0.48
H 0.291278 -4.063010 3.708218 -0.01 0.00 -0.12 0.31
H 1.747873 -3.710473 5.721234 0.06 0.00 -0.06 0.40
H 3.125565 -4.019851 4.636180 -0.05 0.02 0.06 0.39
H 4.520966 -2.081618 7.315457 0.03 -0.07 0.06 0.24
H 3.284242 -3.343264 7.565468 0.03 0.02 0.00 0.29



(5)
55
Properties=species:S:1:pos:R:3:forces:R:3:mulliken_charge:R:1 method="wB97M-V/def2-TZVPD" e_lumo_ha=-0.0224 charge=0 largest_force_ev_per_a=0.72 smiles="CCOC(=O)c1ccc(NC(=S)NNC(=O)c2cc(-c3cccnc3)nc3ccccc23)cc1" homo_ev=-8.81 gap_ha=0.301 de_lowest_kj_mol=23.6
C -3.230727 0.276670 4.936656 0.18 -0.12 -0.35 -1.22
C -3.240203 -0.023205 3.444860 -0.52 -0.05 0.31 -0.30
H -3.627109 0.823845 2.874578 0.05 -0.13 0.03 0.34
H -3.839580 -0.917439 3.243781 0.07 0.19 -0.04 0.35
O -1.918579 -0.230688 2.944399 0.28 0.14 -0.12 -0.21
C -1.397404 -1.451634 3.093942 -0.05 -0.20 0.04 0.19
O -1.978577 -2.377358 3.607060 -0.02 0.06 -0.01 -0.65
C -0.031133 -1.552449 2.523742 0.30 0.03 0.02 0.27
C 0.634212 -2.774015 2.607608 -0.15 0.22 0.09 -0.78
C 1.875692 -2.934211 2.033143 0.12 0.12 -0.11 -0.67
C 2.473727 -1.873092 1.351513 -0.58 0.12 0.20 0.65
C 1.837360 -0.629495 1.328604 0.22 -0.11 0.06 -0.53
C 0.592066 -0.474273 1.903356 -0.18 -0.23 0.14 -0.24
H 0.095930 0.482330 1.870954 -0.04 0.10 -0.03 0.48
H 2.337237 0.225498 0.898150 0.04 0.06 -0.06 0.58
N 3.698067 -2.084203 0.710860 0.18 -0.01 0.11 -0.13
C 4.025887 -1.750046 -0.571704 0.04 0.15 -0.35 0.11
N 3.172044 -0.936049 -1.237395 -0.42 -0.02 0.48 0.36
N 3.256461 -0.822228 -2.621107 0.60 -0.31 -0.02 -0.26
C 2.245137 -0.406622 -3.422465 0.01 0.09 0.33 -0.19
O 2.370317 -0.350130 -4.625242 -0.07 0.05 -0.19 -0.65
C 1.011530 0.047143 -2.691826 -0.37 0.29 -0.08 1.20
C 0.652130 1.366578 -2.778165 0.12 -0.38 0.07 -0.84
C -0.472831 1.832741 -2.055022 0.09 -0.47 0.10 0.54
N -1.195482 1.037020 -1.301722 -0.20 0.54 0.04 -0.51
C -0.892876 -0.268151 -1.226265 0.45 -0.50 -0.25 -0.35
C -1.703499 -1.097941 -0.422520 -0.04 -0.26 -0.05 -0.43
C -1.434359 -2.433022 -0.315623 -0.21 0.24 0.01 -0.40
C -0.360598 -3.001331 -1.019098 0.27 0.00 -0.18 -1.06
C 0.442895 -2.226999 -1.810517 -0.06 -0.22 0.02 0.17
C 0.212623 -0.839222 -1.919146 -0.33 0.30 0.05 0.15
H 1.248023 -2.675544 -2.376339 0.10 -0.06 -0.01 0.50
H -0.177097 -4.061989 -0.939043 0.04 -0.10 -0.01 0.41
H -2.051653 -3.065685 0.304025 -0.08 -0.04 0.09 0.46
H -2.533413 -0.640353 0.091370 -0.09 0.07 0.09 0.55
C -0.890613 3.236747 -2.117369 -0.13 0.62 -0.05 0.35
C -0.019725 4.280748 -2.424512 -0.21 -0.14 0.05 -0.45
C -0.511681 5.573628 -2.469898 -0.04 -0.01 0.03 -0.52
C -1.855430 5.781230 -2.195807 0.29 0.19 -0.07 -0.26
N -2.691778 4.800776 -1.895711 -0.51 0.19 0.08 -0.63
C -2.224628 3.570551 -1.860713 0.28 -0.38 -0.03 -0.23
H -2.933468 2.790374 -1.621160 0.01 -0.09 0.01 0.46
H -2.284292 6.774415 -2.211007 0.05 0.11 -0.03 0.37
H 0.136621 6.403735 -2.704169 0.03 0.08 -0.01 0.39
H 1.029364 4.095219 -2.604523 0.07 -0.03 -0.04 0.37
H 1.225468 2.036036 -3.399339 0.06 0.06 -0.08 0.51
H 4.135743 -1.167624 -3.003902 -0.17 0.03 0.06 0.18
H 2.227220 -0.832381 -0.876596 0.25 -0.03 -0.10 -0.14
S 5.421694 -2.305338 -1.256219 0.39 -0.22 -0.21 -0.49
H 4.298240 -2.799385 1.101493 -0.01 0.17 -0.19 0.31
H 2.384614 -3.885175 2.087145 0.03 -0.12 -0.04 0.41
H 0.148626 -3.592544 3.116444 -0.04 -0.08 0.03 0.49
H -2.598374 1.136657 5.143809 0.01 0.09 0.05 0.31
H -2.852023 -0.582038 5.485624 -0.01 -0.04 0.07 0.32
H -4.241795 0.489918 5.271012 -0.11 0.04 0.06 0.39



(6)
17
Properties=species:S:1:pos:R:3:forces:R:3:mulliken_charge:R:1 method="wB97M-V/def2-TZVPD" e_lumo_ha=0.0336 charge=0 largest_force_ev_per_a=3.89 smiles=C[C@H](N)[C@@H](C)O homo_ev=-10.07 gap_ha=0.403 de_lowest_kj_mol=191.6
C -0.776322 -1.242874 1.009057 -1.43 -0.29 -0.36 -1.42
C -0.198897 0.159246 0.689519 -0.47 0.70 2.92 0.51
C 0.416770 0.514840 -0.644590 -1.36 -1.68 -2.29 0.03
C 1.647100 -0.152292 -1.258050 2.15 -0.69 2.46 -1.41
O -0.634485 0.411162 -1.638162 -0.52 -1.01 -0.05 -0.54
N -1.471955 1.213773 1.060576 3.65 -1.03 -0.88 -0.73
H -1.759138 -1.332795 0.458106 1.13 -0.22 0.19 0.31
H -0.170422 -2.175603 0.918337 -0.03 0.98 -0.56 0.31
H -1.135165 -1.313080 2.053837 0.39 0.60 -0.32 0.34
H 0.578908 0.379322 1.480587 -0.65 -0.18 -0.76 0.38
H 0.689747 1.517185 -0.630351 -0.03 2.16 0.22 0.35
H 2.563629 0.089340 -0.603172 -1.13 -0.04 -0.92 0.32
H 1.605890 -1.226375 -1.124483 -0.25 -0.48 -0.37 0.32
H 1.937521 0.074555 -2.297537 -0.79 0.29 0.53 0.33
H -0.957336 -0.531569 -1.654248 0.56 1.45 0.11 0.34
H -1.338272 1.933761 0.332331 -0.50 -0.42 0.11 0.28
H -0.997572 1.681403 1.848241 -0.71 -0.15 -0.04 0.29